Molecular formula: C42H96AsF6N4O6
Method: DFT, wB97M-V/def2-TZVPD

The total charge is -1. The LUMO energy is 0.063 Ha. The maximum force is 3.23 eV/A. Its total energy is -140501.2572 eV. As for the frontier orbital gap: 8.36 eV.

```
155
Properties=species:S:1:pos:R:3:forces:R:3
As -1.8705 2.3599 -0.9359 -0.837 0.981 2.055
F -1.1008 3.8720 -0.1915 -0.790 -2.237 -0.719
F -0.5579 2.3250 -2.1056 -0.841 -0.479 0.640
F -2.7855 0.9575 -1.5933 1.246 1.112 0.159
F -3.2271 2.4939 0.2883 1.583 -0.112 -1.096
F -2.7805 3.4628 -1.9899 0.515 -0.869 0.406
F -0.9796 1.2185 0.1961 -0.934 1.530 -1.501
C 5.5704 2.1984 -8.4650 0.260 0.424 0.694
C 4.2317 1.6212 -8.0737 0.090 0.362 0.386
N 3.3800 1.3417 -9.2010 0.512 0.445 -1.330
C 3.9302 0.4526 -10.2664 -0.469 0.595 0.460
C 4.1081 -0.9977 -9.8812 0.186 -0.286 0.336
C 2.0196 1.1526 -8.7791 -1.230 -0.106 -0.925
C 0.9868 1.2599 -9.9507 0.736 -0.410 -0.616
H 6.0224 2.6816 -7.5987 0.164 -0.401 0.363
H 5.4174 3.0733 -9.0968 0.056 -0.433 -0.703
H 6.2761 1.4539 -8.8334 -0.018 0.265 -0.362
H 4.3043 0.8130 -7.3460 0.443 -0.836 -0.122
H 3.7660 2.3582 -7.4195 -0.456 0.398 -0.409
H 3.2999 0.4898 -11.1549 -0.400 0.194 0.197
H 4.8624 0.8692 -10.6478 0.191 0.123 0.410
H 4.7815 -1.1107 -9.0315 0.031 0.031 0.106
H 3.1577 -1.4539 -9.6043 -0.033 -0.061 -0.046
H 4.5452 -1.5676 -10.7011 -0.082 -0.033 -0.099
H 1.7857 1.9510 -8.0749 0.040 -0.110 0.153
H 1.9513 0.1969 -8.2594 -0.574 -0.271 0.246
H -0.0871 1.1840 -9.7797 0.155 0.132 0.925
H 1.1375 0.4782 -10.6953 0.283 -0.310 0.056
H 1.1467 2.1680 -10.5319 0.112 0.287 0.285
C -3.3520 -5.5000 2.5180 -0.692 0.540 -0.124
C -4.7272 -6.1960 2.9031 1.966 -0.019 -0.651
N -5.2187 -5.9755 4.2448 0.513 0.606 0.735
C -5.2353 -4.5247 4.6340 -0.837 -0.884 0.183
C -5.9282 -3.6149 3.6077 0.464 -0.600 0.245
C -4.5131 -6.8309 5.2452 -1.945 -0.085 0.254
C -5.1275 -6.7464 6.6704 0.867 1.581 -0.528
H -3.3726 -4.4477 2.8013 0.092 0.012 0.150
H -3.2050 -5.4580 1.4388 -0.289 -0.268 -0.169
H -2.4154 -5.9103 2.8957 -0.317 -0.356 0.443
H -5.4694 -5.9223 2.1533 -0.061 0.197 0.137
H -4.5186 -7.2559 2.7575 -0.433 -0.221 0.163
H -5.8000 -4.5128 5.5662 0.071 0.212 0.085
H -4.2389 -4.1390 4.8493 0.296 0.014 0.024
H -6.1976 -2.6439 4.0234 0.238 -0.039 0.131
H -5.2096 -3.4699 2.8011 -0.483 0.218 -0.316
H -6.8529 -4.0729 3.2566 0.103 -0.070 -0.184
H -3.4339 -6.6832 5.2859 0.199 0.038 -0.091
H -4.7650 -7.8636 5.0039 0.525 -0.058 -0.755
H -6.1819 -6.4709 6.6491 -0.196 -0.810 -0.157
H -4.7007 -5.8742 7.1656 0.281 -0.096 0.392
H -4.8685 -7.6417 7.2356 -0.358 0.095 0.029
C 5.4370 5.5117 -0.2254 1.209 -0.534 0.008
C 6.4038 5.0577 0.9230 -1.735 0.316 -0.205
N 5.5932 4.4620 2.0276 0.681 0.388 -0.109
C 6.4009 4.5202 3.2725 -0.613 0.541 -0.359
C 5.7972 3.9979 4.5581 -0.574 -1.206 -0.460
C 5.1361 3.1103 1.7035 1.043 -1.327 1.084
C 6.2458 2.0379 1.6002 -0.190 -0.552 -0.559
H 4.7400 6.2942 0.0746 0.011 -0.282 0.284
H 4.9113 4.6616 -0.6602 -0.250 0.051 0.251
H 6.0185 5.9103 -1.0567 0.188 0.140 -0.029
H 7.1937 4.3785 0.6023 -0.066 -0.344 -0.431
H 6.9659 5.9322 1.2506 -0.321 0.117 0.481
H 6.5574 5.5793 3.4773 0.318 0.132 -0.386
H 7.3653 4.0394 3.1085 0.386 -0.028 0.074
H 5.6977 2.9127 4.5321 0.371 -0.274 0.075
H 4.7560 4.2823 4.7106 0.168 0.715 0.124
H 6.4577 4.2549 5.3862 -0.281 0.104 0.087
H 4.5635 2.7163 2.5431 -0.556 0.541 0.010
H 4.5217 2.9755 0.8133 -0.062 0.833 0.038
H 6.8775 2.1710 0.7219 0.343 0.114 0.211
H 6.8205 1.8406 2.5051 0.255 0.609 0.015
H 5.7728 1.0684 1.4433 -0.333 -0.050 -0.204
C 2.6861 -3.9416 5.8910 -0.726 -1.022 0.525
C 3.2508 -5.3311 6.3382 -0.207 1.899 -0.262
N 4.6795 -5.2099 6.6392 -0.897 0.185 -0.705
C 5.1456 -6.3278 7.4128 -0.445 -0.427 1.324
C 4.4791 -6.3651 8.8390 0.652 0.608 -0.608
C 5.3907 -5.0834 5.3565 1.218 0.503 0.689
C 6.8119 -4.5032 5.6058 -0.704 -0.723 -0.408
H 1.6054 -4.0537 5.9786 -0.281 -0.004 -0.814
H 2.9806 -3.5896 4.9024 -0.097 -0.005 0.199
H 2.8243 -3.1834 6.6618 0.821 -0.014 -0.084
H 2.5825 -5.5671 7.1664 0.730 -0.341 0.449
H 3.1123 -6.1190 5.5978 -0.286 -0.093 -0.413
H 4.8961 -7.2806 6.9459 -0.033 -0.409 -0.430
H 6.2341 -6.2944 7.4607 -0.039 0.100 0.316
H 3.4440 -6.7060 8.8150 0.164 -0.242 -0.105
H 5.0538 -6.9595 9.5493 -0.048 -0.236 -0.184
H 4.4457 -5.3570 9.2520 0.095 0.145 -0.069
H 4.9133 -4.4148 4.6401 -0.410 0.226 0.574
H 5.4241 -6.0209 4.8013 0.176 -0.577 0.092
H 7.1815 -4.1697 4.6362 0.261 0.315 0.210
H 7.5155 -5.2420 5.9895 -0.042 -0.065 0.001
H 6.7271 -3.7075 6.3459 0.097 0.179 -0.299
C -6.7199 7.2253 0.9083 0.412 -0.154 0.371
C -5.9295 7.3759 2.2106 1.783 1.143 -1.230
O -4.8415 7.9475 2.2122 -1.475 -0.770 0.074
C -6.5589 6.8977 3.4648 0.248 0.045 0.879
H -7.1848 8.1909 0.7094 -0.412 -0.075 0.134
H -7.4364 6.4094 1.0027 -0.231 0.255 -0.159
H -6.0816 7.0484 0.0425 0.249 -0.133 0.283
H -7.4698 7.4681 3.6463 -0.338 -0.315 -0.146
H -5.9007 7.1141 4.3063 0.122 -0.047 -0.112
H -6.7302 5.8215 3.4391 -0.343 0.060 -0.092
C 3.3035 -6.1062 -2.1673 0.466 0.053 -1.321
C 3.0269 -4.7536 -2.9000 -0.001 -0.135 -0.858
O 2.9833 -4.6714 -4.1264 0.221 -0.428 1.966
C 2.7411 -3.5124 -2.0562 -0.082 -0.512 0.191
H 2.4042 -6.4840 -1.6808 0.150 0.234 0.336
H 4.1988 -6.1377 -1.5464 -0.400 0.789 0.738
H 3.6252 -6.8633 -2.8824 -0.575 0.099 -0.590
H 3.2153 -2.6413 -2.5084 -0.123 -0.067 0.063
H 2.9950 -3.6097 -1.0007 0.469 -0.113 -0.107
H 1.6629 -3.3581 -2.0132 -0.136 0.096 -0.421
C -2.8685 2.1731 6.7429 0.014 0.086 -0.349
C -2.0180 3.3336 7.2608 1.152 -0.008 -0.942
O -1.1367 3.8439 6.5717 -1.567 -0.712 1.202
C -2.2669 3.7562 8.6911 -0.139 -0.671 0.948
H -3.9368 2.3848 6.7890 -0.053 0.440 -0.084
H -2.8034 1.2618 7.3372 0.490 0.078 0.299
H -2.5954 1.9277 5.7166 0.002 0.143 0.063
H -2.6269 4.7768 8.8213 0.200 -0.023 -0.211
H -1.4028 3.5724 9.3295 0.654 0.597 -0.461
H -2.9360 3.0742 9.2156 -0.737 0.077 -0.456
C -3.2366 -5.0839 -5.6498 -0.268 -0.119 0.005
C -4.7410 -4.7651 -5.4904 0.300 -0.150 -2.422
O -5.4410 -4.5870 -6.4773 0.698 -0.035 0.786
C -5.2826 -4.7768 -4.1431 -0.689 0.231 2.066
H -2.6461 -4.2722 -6.0748 -0.334 0.306 0.114
H -3.1309 -5.8915 -6.3742 -0.183 -0.116 0.028
H -2.7606 -5.3942 -4.7197 -0.116 0.070 0.041
H -5.0186 -5.7014 -3.6297 0.196 -0.041 0.038
H -6.3560 -4.6359 -4.0160 -0.048 -0.128 -0.716
H -4.8601 -3.9604 -3.5574 0.450 0.004 0.065
C -6.6496 1.5072 -6.4817 0.370 0.066 -0.137
C -7.7483 2.3117 -5.8361 -1.483 0.425 -0.674
O -8.4740 3.0662 -6.4820 1.142 -0.808 0.719
C -8.0426 2.0348 -4.3772 -0.048 -0.428 0.120
H -5.6959 1.7106 -5.9947 0.084 0.127 0.047
H -6.5622 1.7050 -7.5500 -0.100 0.208 0.136
H -6.7978 0.4345 -6.3574 -0.265 -0.017 0.156
H -9.0476 2.3572 -4.1047 0.195 0.329 -0.113
H -7.2979 2.4374 -3.6906 0.041 0.265 -0.132
H -8.0122 0.9594 -4.2019 0.095 -0.162 -0.100
C -0.2642 8.1887 -4.6310 0.304 0.385 -0.712
C -1.0233 9.0826 -3.6902 1.251 0.160 2.969
O -0.5410 9.3992 -2.5810 -1.329 -0.494 -2.801
C -2.3985 9.5483 -4.1347 0.815 0.092 0.476
H -0.5755 7.1504 -4.5162 -0.115 0.008 0.037
H 0.8208 8.2485 -4.5468 -0.117 0.005 0.594
H -0.4653 8.5091 -5.6533 -0.297 -0.212 -0.187
H -2.2025 10.5382 -4.5468 -0.249 0.101 -0.319
H -3.0234 9.6920 -3.2532 -0.100 -0.201 -0.181
H -2.8149 8.8858 -4.8935 -0.152 0.157 0.144
```
Forces are in eV/Å.

Mulliken atomic charge list, values in e, 8 entries: 2.0463, -0.5255, -0.4732, -0.5038, -0.5221, -0.4992, -0.5265, -1.3743